Entry 1:
Computed, not measured: C25H23Br9N4O4 as an isolated structure in a non-equilibrium geometry, with the ωB97M-V functional and the def2-TZVPD basis.

Computed properties:
HOMO-LUMO gap = 4.3 eV
E_HOMO = -6.93 eV
Multiplicity = 1
Total charge = 0
LUMO = -2.61 eV

```
65
C25H23Br9N4O4 | the Open Molecules 2025 dataset | the ωB97M-V functional and the def2-TZVPD basis
C -21.8163 21.0166 -4.2286
Br -21.3242 19.9374 -5.8097
Br -23.1630 22.3749 -4.6690
Br -20.1695 21.8333 -3.5405
H -22.1456 20.3480 -3.4333
C -24.9986 20.2848 -4.2360
Br -26.1253 18.7090 -4.1117
Br -24.5098 20.8405 -2.3472
Br -25.8324 21.7323 -5.3897
H -24.0851 20.0545 -4.7844
C -22.4771 20.6471 -1.6797
Br -22.4462 22.6265 -1.7833
Br -23.5054 19.9913 -0.1014
Br -20.5682 19.8970 -1.6767
H -22.9464 20.3187 -2.6071
C -20.2531 16.1687 -4.4820
C -20.0993 17.5268 -4.2478
C -21.1760 18.3015 -3.7762
C -22.3540 17.7115 -3.4506
C -22.5034 16.3027 -3.4928
C -21.4287 15.5484 -4.0582
N -23.4901 18.5456 -3.0527
O -23.4218 19.7443 -3.2049
O -24.4825 17.9386 -2.6641
H -19.4037 15.6263 -4.8703
H -19.1756 18.0160 -4.5198
H -21.0592 19.3693 -3.6645
H -23.4505 15.8156 -3.3132
H -21.4528 14.4696 -4.1037
C -24.9739 18.5028 0.3989
C -24.6794 18.6315 -0.8958
C -25.7189 18.3701 -1.8553
C -26.8448 17.6016 -1.4710
C -27.0955 17.4335 -0.0804
C -26.1830 17.9350 0.8047
N -27.8788 17.2386 -2.4616
O -27.7256 17.3817 -3.6684
O -28.8804 16.6847 -1.9832
H -24.1032 18.6510 1.0204
H -23.7001 18.9613 -1.2098
H -25.4690 18.5506 -2.8904
H -27.9996 17.0006 0.3214
H -26.4375 17.8175 1.8477
N -23.1128 24.7118 2.6975
C -23.4899 23.4156 2.6674
C -23.3283 22.6424 1.4874
C -22.6882 23.1769 0.3845
C -22.0998 24.4372 0.4961
C -22.3248 25.1746 1.6774
H -24.0330 23.0667 3.5333
H -23.5503 21.5856 1.4656
H -22.6335 22.5714 -0.5082
H -21.4860 24.7799 -0.3238
H -22.0042 26.2030 1.7544
N -23.1026 26.5322 -2.1512
C -21.9634 26.1077 -1.5123
C -21.3505 24.8371 -1.8527
C -21.9947 24.0483 -2.8087
C -23.1670 24.4328 -3.4074
C -23.6796 25.6424 -3.0432
H -21.3911 26.7893 -0.9004
H -20.4781 24.4982 -1.3138
H -21.5533 23.0826 -3.0061
H -23.6582 23.9326 -4.2290
H -24.5629 26.0989 -3.4647
```

Atomic partial charges in e from the Löwdin method, atoms 1 to 4: -1.24 0.83 0.88 0.74



Entry 2:
Computed, not measured: a single C21H29NO4 molecule, with the ωB97M-V functional and the def2-TZVPD basis.

Computed properties:
HOMO-LUMO gap = 9.9 eV
E_HOMO = -9.16 eV
Multiplicity = 1
Total charge = 0
LUMO = 0.71 eV

```
55
C21H29NO4 | the Open Molecules 2025 dataset | the ωB97M-V functional and the def2-TZVPD basis
C 1.6879 1.6284 6.5954
C 1.1082 1.0759 5.3165
O 0.1657 0.3295 5.2660
O 1.7989 1.5218 4.2663
C 1.4567 1.1103 2.9330
C 1.7019 -0.3889 2.7146
C 0.8315 -0.9451 1.5824
C 0.5776 0.1075 0.4929
C 1.8961 0.6184 -0.0300
N 2.8115 -0.1922 -0.3352
O 3.9797 0.3814 -0.8389
C -0.2000 1.2568 1.0874
C -1.0425 1.9770 0.3608
C -1.3704 1.7132 -1.0756
C -0.4745 0.6433 -1.7099
C -1.0644 0.1059 -3.0279
C 0.0186 -0.2372 -4.0689
C 0.3791 -1.7041 -3.8415
C -0.7751 -2.2999 -3.0641
O -0.8670 -3.4458 -2.7136
C -1.8210 -1.2169 -2.8299
C -2.8841 -1.4094 -3.9221
C -2.4794 -1.3458 -1.4567
C -1.4875 -1.1955 -0.2940
C -0.1969 -0.4844 -0.7103
C 0.0287 1.5008 2.5523
H 2.2316 2.5465 6.3977
H 0.8906 1.7958 7.3136
H 2.3742 0.8919 7.0092
H 2.1567 1.6940 2.3237
H 2.7586 -0.5461 2.4949
H 1.4670 -0.9237 3.6351
H -0.1284 -1.2611 1.9884
H 1.3214 -1.8112 1.1393
H 2.0164 1.6962 -0.1543
H 4.5687 -0.3701 -0.9938
H -1.5849 2.7955 0.8166
H -2.4205 1.4134 -1.1313
H -1.2818 2.6446 -1.6434
H 0.4838 1.1202 -1.9417
H -1.7321 0.8696 -3.4365
H -0.3847 -0.1024 -5.0735
H 0.8865 0.4143 -3.9749
H 1.2933 -1.8183 -3.2575
H 0.5241 -2.2600 -4.7687
H -2.4475 -1.3200 -4.9136
H -3.3341 -2.3957 -3.8327
H -3.6663 -0.6600 -3.8180
H -3.2687 -0.5951 -1.3857
H -2.9564 -2.3254 -1.3981
H -1.9675 -0.6439 0.5153
H -1.2285 -2.1854 0.0818
H 0.4635 -1.2164 -1.1816
H -0.6681 0.8979 3.1410
H -0.1463 2.5501 2.7996
```

Atomic partial charges in e from the Löwdin method, atoms 1 to 4: 0.03 -0.54 0.10 0.03



Entry 3:
Computed, not measured: C10H32BrF3GaN12O9 as an isolated structure, with the ωB97M-V functional and the def2-TZVPD basis.

Computed properties:
HOMO-LUMO gap = 5.9 eV
E_HOMO = -4.39 eV
Multiplicity = 1
Total charge = -1
LUMO = 1.54 eV

```
68
C10H32BrF3GaN12O9 | the Open Molecules 2025 dataset | the ωB97M-V functional and the def2-TZVPD basis
O -0.0841 -3.7913 5.0000
O 0.1406 -3.0112 3.8206
C 1.1926 -2.0444 4.0949
Ga 0.4319 -0.3079 4.8326
Br 0.7870 -0.0369 7.2420
C -1.5435 -0.2933 4.3684
C -2.4329 -0.7995 5.4930
O -1.7829 -1.7993 6.2730
C -3.7623 -1.3834 5.0271
F -4.5082 -0.4535 4.3586
F -3.6405 -2.4624 4.2191
F -4.5395 -1.7910 6.0861
H -0.5531 -3.1601 5.5783
H 1.6471 -1.8578 3.1121
H 1.9504 -2.5211 4.7307
H 1.1628 0.9457 4.1550
H -1.8527 0.7199 4.0860
H -1.6707 -0.9287 3.4807
H -2.7258 0.0585 6.1139
H -1.9689 -1.6543 7.2026
C -0.6397 1.4119 0.6896
O 0.2662 0.7649 1.1918
N -0.3892 2.5903 0.0297
N -1.9296 0.9811 0.6943
H -1.0901 3.1060 -0.4654
H 0.5605 2.9238 0.0069
H -2.0982 0.0897 1.1449
H -2.6841 1.4874 0.2750
C 2.0574 2.0334 -2.0952
O 2.2613 3.0152 -1.3962
N 1.5510 0.8765 -1.5721
N 2.3438 2.0228 -3.4346
H 1.3732 0.0537 -2.1173
H 1.3278 0.8687 -0.5823
H 2.6993 2.8749 -3.8294
H 2.1928 1.2346 -4.0343
C -2.0539 -2.8616 0.4273
O -2.2124 -1.8459 1.0829
N -1.9996 -4.0890 1.0210
N -1.9121 -2.8437 -0.9320
H -1.8474 -4.9396 0.5162
H -2.0489 -4.1091 2.0245
H -1.9497 -1.9517 -1.3855
H -1.7895 -3.6595 -1.4995
C 2.5636 5.7079 -5.3641
O 2.3102 5.2810 -6.4765
N 1.8672 6.7343 -4.7907
N 3.5692 5.1841 -4.5932
H 2.0564 7.0862 -3.8720
H 1.1208 7.1349 -5.3255
H 4.1044 4.4365 -4.9925
H 3.7960 5.5102 -3.6722
C 5.6683 -0.1448 -0.7965
O 6.6911 -0.6915 -0.4205
N 5.6888 0.9744 -1.5924
N 4.4193 -0.5840 -0.4701
H 4.8596 1.4546 -1.8896
H 6.5870 1.3369 -1.8456
H 4.3470 -1.3865 0.1262
H 3.5835 -0.1356 -0.7990
C -3.5286 -2.7977 -4.4858
O -2.5792 -3.0869 -3.7792
N -4.7941 -3.2415 -4.2219
N -3.4025 -2.0023 -5.5928
H -5.5907 -3.0118 -4.7834
H -4.9168 -3.8128 -3.4072
H -2.4858 -1.6604 -5.8082
H -4.1709 -1.7482 -6.1825
```

Atomic partial charges in e from the Löwdin method, atoms 1 to 4: -0.08 -0.28 -0.28 0.11



Entry 4:
Computed, not measured: a 3-piece molecular cluster, C3H11NO4 overall in a non-equilibrium geometry, with the ωB97M-V functional and the def2-TZVPD basis.

Computed properties:
HOMO-LUMO gap = 10.2 eV
E_HOMO = -9.61 eV
Multiplicity = 1
Total charge = 0
LUMO = 0.59 eV

```
19
C3H11NO4 | the Open Molecules 2025 dataset | the ωB97M-V functional and the def2-TZVPD basis
C 1.3505 0.6727 -0.9132
C 0.9410 -0.6558 -0.2742
O 1.2003 -1.7119 -0.8403
N 0.2917 -0.5827 0.9263
C 0.1904 0.6044 1.7125
O -0.7468 1.5574 1.1909
H 1.8349 0.4220 -1.8582
H 2.0742 1.1795 -0.2728
H 0.4645 1.2296 -1.2153
H 0.0230 -1.4737 1.3370
H 1.1054 1.1781 1.7101
H -0.1056 0.3486 2.7214
H -1.5917 1.1305 0.9959
O -0.5933 -3.3355 0.7608
H 0.2514 -3.7125 0.4581
H -0.9697 -2.9383 -0.0310
O -1.9197 1.6638 -1.9765
H -2.0631 1.9244 -2.9003
H -1.7374 2.4993 -1.5312
```

Atomic partial charges in e from the Löwdin method, atoms 1 to 4: 0.01 -0.50 0.03 0.08



Entry 5:
Computed, not measured: C28H28CoN8OS2 as an isolated structure, with the ωB97M-V functional and the def2-TZVPD basis.

Computed properties:
HOMO-LUMO gap (spin up / spin down) = 5.2 / 5.7 eV
E_HOMO (spin up / spin down) = -6.10 / -6.59 eV
Multiplicity = 2
Total charge = 0
LUMO (spin up / spin down) = -0.90 / -0.91 eV

```
68
C28H28CoN8OS2 | the Open Molecules 2025 dataset | the ωB97M-V functional and the def2-TZVPD basis
Co 0.7583 0.4040 -0.2563
N -0.8578 -1.5659 3.0878
C -0.4586 -0.7822 2.0665
S 0.6911 -1.4301 0.9453
N -1.0195 0.4118 1.9953
N -0.5732 1.1026 0.9242
C -1.0359 2.2745 0.6502
C -2.0731 2.9630 1.4494
C -1.8482 3.2418 2.7944
C -2.8166 3.8989 3.5354
C -4.0168 4.2713 2.9443
C -4.2473 3.9899 1.6059
C -3.2748 3.3414 0.8586
C -0.4154 2.9036 -0.5319
C -0.6668 4.2036 -0.9389
C 0.0226 4.7046 -2.0342
C 0.9430 3.9042 -2.6862
C 1.1536 2.6161 -2.2171
N 0.4829 2.1329 -1.1780
H -0.3296 -2.3921 3.3019
H -1.4240 -1.1498 3.8075
H -0.9166 2.9365 3.2518
H -2.6357 4.1185 4.5794
H -4.7725 4.7806 3.5279
H -5.1831 4.2740 1.1427
H -3.4533 3.1214 -0.1879
H -1.3735 4.8120 -0.3936
H -0.1529 5.7199 -2.3645
H 1.5063 4.2628 -3.5354
H 1.8794 1.9515 -2.6688
S 2.2156 1.3388 1.0442
C 3.6438 0.6487 0.2472
N 4.7813 0.8689 0.8265
N 5.8918 0.4511 0.0782
C 6.1817 1.0698 -1.1540
C 7.2499 0.5713 -1.9007
C 7.5855 1.1375 -3.1188
C 6.8571 2.2055 -3.6265
C 5.7963 2.7049 -2.8836
C 5.4575 2.1519 -1.6578
N 3.4941 0.0339 -0.9443
N 2.2500 -0.1537 -1.3527
C 2.1959 -0.6083 -2.6829
C 3.2188 -0.2802 -3.5856
C 3.1456 -0.7012 -4.9022
C 2.0693 -1.4562 -5.3523
C 1.0703 -1.8044 -4.4543
C 1.1319 -1.3931 -3.1314
H 6.6927 0.4300 0.6896
H 7.7985 -0.2833 -1.5226
H 8.4151 0.7300 -3.6833
H 7.1133 2.6410 -4.5833
H 5.2253 3.5463 -3.2592
H 4.6364 2.5576 -1.0834
H 4.0602 0.3030 -3.2346
H 3.9434 -0.4341 -5.5843
H 2.0201 -1.7825 -6.3828
H 0.2426 -2.4239 -4.7786
H 0.3811 -1.7135 -2.4288
C -3.0197 -1.4179 -1.9513
C -2.2118 -0.7298 -0.8735
O -0.9986 -0.1823 -1.4128
H -3.9229 -1.8519 -1.5210
H -2.4395 -2.2147 -2.4166
H -3.3265 -0.7136 -2.7285
H -1.8893 -1.4371 -0.1127
H -2.7894 0.0587 -0.3812
H -1.2018 0.4140 -2.1425
```

Atomic partial charges in e from the Löwdin method, atoms 1 to 4: 0.02 0.09 -0.80 0.77



Entry 6:
Computed, not measured: a single C7H13Cl molecule in a non-equilibrium geometry, with the ωB97M-V functional and the def2-TZVPD basis.

Computed properties:
HOMO-LUMO gap = 9.9 eV
E_HOMO = -8.91 eV
Multiplicity = 1
Total charge = 0
LUMO = 0.97 eV

```
21
C7H13Cl | the Open Molecules 2025 dataset | the ωB97M-V functional and the def2-TZVPD basis
C 1.7285 0.0576 1.2756
C 1.2801 -0.4429 -0.0862
C 2.0633 -1.6304 -0.6226
C 0.3962 0.1254 -0.8761
C -0.4600 1.2980 -0.4972
C -1.9875 0.9957 -0.4622
C -2.4375 0.0118 0.6253
Cl -2.5087 -1.6690 0.0248
H 1.4592 -0.7116 2.0095
H 2.8079 0.2705 1.3264
H 1.2518 0.9903 1.6337
H 1.8310 -2.5365 -0.1264
H 3.1537 -1.5594 -0.5098
H 1.8231 -1.7291 -1.6993
H 0.2018 -0.2957 -1.8336
H -0.2920 2.0469 -1.2928
H -0.1329 1.7503 0.4829
H -2.4481 1.9600 -0.2548
H -2.3395 0.7175 -1.4968
H -1.8835 0.1366 1.5482
H -3.5069 0.2142 0.8315
```

Atomic partial charges in e from the Löwdin method, atoms 1 to 4: -0.06 -0.34 -0.06 -0.12